The ion C10H9N2O2S with charge +1. Source: the OMol25 dataset; level of theory: the ωB97M-V functional and the def2-TZVPD basis.

Each line ends with the natural charge from an NBO analysis.
Atoms and positions in Å:
C: 1.942 -1.489 -0.079  -0.44
N: 0.504 -1.703 0.005  -0.27
C: -0.034 -2.966 0.199  -0.08
C: -1.411 -2.876 0.330  0.03
N: -1.779 -1.582 0.237  -0.56
C: -0.467 -0.827 0.010  0.46
C: -0.743 0.587 -0.020  -0.12
C: 0.150 1.612 0.009  -0.13
C: -0.301 2.980 0.081  -0.17
C: -1.632 3.242 0.014  -0.16
C: -2.565 2.202 -0.111  -0.16
C: -2.168 0.915 0.032  -0.29
S: -3.186 -0.529 -0.019  2.33
O: -4.105 -0.636 1.021  -0.83
O: -3.539 -0.692 -1.392  -0.85
H: 2.515 -2.422 -0.392  0.26
H: 2.293 -0.525 -0.562  0.25
H: 2.234 -1.373 0.984  0.24
H: 0.545 -3.792 -0.029  0.25
H: -2.124 -3.621 0.619  0.27
H: 1.186 1.496 -0.106  0.22
H: 0.532 3.589 -0.100  0.24
H: -2.093 4.219 -0.172  0.25
H: -3.670 2.339 0.005  0.26

The calculation puts the highest occupied orbital energy at -13.002 eV. Its net charge is +1. Its SMILES is C[n+]1ccn2c1-c1ccccc1S2(=O)=O. As for the energy above the lowest of the compared OMol25 structures with the same formula, charge and spin: 0.0 kJ/mol. As for the gap between HOMO and LUMO: 8.4 eV. As for the electronic energy: -1044.316515 hartree. Its largest force on an atom is 5.47 eV Å⁻¹.

An isolated molecule of C10H9N3O. Source: the OMol25 dataset; level of theory: the ωB97M-V functional and the def2-TZVPD basis.

Each line ends with the natural charge from an NBO analysis.
Atoms and positions in Å:
N: -2.704 -0.857 -2.927  -0.27
C: -2.021 -0.071 -2.472  0.28
C: -1.072 0.681 -1.692  -0.36
C: -0.766 2.059 -2.097  0.27
N: -0.318 3.098 -2.387  -0.27
C: -1.178 0.570 -0.173  -0.35
C: 0.125 0.575 0.608  -0.37
C: -0.040 0.059 2.041  -0.39
C: 1.167 -0.944 2.311  -0.39
C: 1.390 -1.483 0.927  -0.46
C: 0.950 -0.359 -0.060  0.48
N: 1.162 -0.459 -1.331  -0.53
C: 0.466 0.084 -2.304  0.75
O: 0.849 0.216 -3.406  -0.48
H: -1.611 -0.377 0.107  0.23
H: -1.803 1.290 0.277  0.24
H: 0.456 1.621 0.686  0.27
H: -0.933 -0.491 2.240  0.21
H: -0.121 0.875 2.802  0.23
H: 1.016 -1.638 3.001  0.22
H: 2.024 -0.393 2.522  0.20
H: 0.564 -2.144 0.650  0.23
H: 2.399 -1.912 0.678  0.25

The calculation puts the highest occupied orbital energy at -9.854 eV. Its SMILES is N#CC1(C#N)C[C@H]2CCCC2=NC1=O. As for the energy above the lowest of the compared OMol25 structures with the same formula, charge and spin: 249.4 kJ/mol. As for the gap between HOMO and LUMO: 9.2 eV. As for the electronic energy: -625.877016 hartree. Its largest force on an atom is 5.51 eV Å⁻¹.

An isolated molecule of C10H9N3O. Source: the OMol25 dataset; level of theory: the ωB97M-V functional and the def2-TZVPD basis.

Each line ends with the natural charge from an NBO analysis.
Atoms and positions in Å:
N: 1.524 1.659 -0.323  -0.81
C: 1.032 1.167 0.886  0.09
C: 0.255 0.037 0.849  -0.24
C: -0.438 -0.561 1.959  0.09
N: -0.680 -0.137 3.109  -0.25
N: -0.419 1.119 3.383  -0.39
C: -0.275 1.863 4.285  0.82
O: -0.090 2.875 4.821  -0.51
C: -0.072 -0.470 -0.486  -0.06
C: -1.428 -0.617 -0.861  -0.20
C: -1.688 -1.025 -2.149  -0.21
C: -0.610 -1.306 -3.013  -0.20
C: 0.672 -1.488 -2.528  -0.21
C: 0.925 -1.046 -1.261  -0.21
H: 1.052 1.389 -1.217  0.40
H: 1.655 2.648 -0.227  0.38
H: 1.640 1.540 1.706  0.22
H: -0.604 -1.657 1.832  0.19
H: -2.213 -0.419 -0.085  0.23
H: -2.747 -0.828 -2.660  0.22
H: -0.815 -1.546 -3.979  0.20
H: 1.337 -2.078 -3.047  0.21
H: 1.988 -1.120 -0.994  0.23

The calculation puts the highest occupied orbital energy at -8.074 eV. Its SMILES is N/C=C(/C=N\N=C=O)c1ccccc1. As for the energy above the lowest of the compared OMol25 structures with the same formula, charge and spin: 292.8 kJ/mol. As for the gap between HOMO and LUMO: 8.5 eV. As for the electronic energy: -625.860520 hartree. Its largest force on an atom is 3.38 eV Å⁻¹.

A structure of composition C10H9N3PtSe3Te. Source: the OMol25 dataset; level of theory: the ωB97M-V functional and the def2-TZVPD basis.

Each line ends with the Mulliken spin population.
Atoms and positions in Å:
Pt: 0.770 0.086 1.758  0.85
N: -0.203 0.713 -1.438  0.02
C: 0.746 -0.297 -1.364  0.00
C: 1.449 -0.619 -2.530  -0.02
C: 2.353 -1.657 -2.499  0.01
C: 2.528 -2.367 -1.315  -0.02
C: 1.801 -1.984 -0.212  0.03
N: 0.940 -0.955 -0.228  0.08
C: -1.065 1.251 -0.504  0.00
C: -1.961 2.235 -0.946  -0.01
C: -2.877 2.764 -0.069  0.00
C: -2.894 2.302 1.245  0.00
C: -1.968 1.354 1.608  0.01
N: -1.057 0.839 0.766  0.09
H: -0.289 1.116 -2.353  0.00
H: 1.269 -0.060 -3.440  0.00
H: 2.909 -1.916 -3.390  0.00
H: 3.216 -3.198 -1.249  0.00
H: 1.878 -2.509 0.732  0.02
H: -1.925 2.566 -1.976  0.00
H: -3.575 3.521 -0.397  0.00
H: -3.599 2.673 1.974  0.00
H: -1.931 0.978 2.620  -0.01
Se: 2.609 0.208 3.217  0.34
Se: 2.051 -1.768 4.302  0.01
Te: -0.420 -1.693 3.562  0.38
Se: -0.755 -3.581 2.128  0.19

The calculation puts the highest occupied orbital energy (spin up / spin down) at -6.469 / -7.168 eV. Its multiplicity is 3. As for the gap between HOMO and LUMO (spin up / spin down): 6.4 / 6.0 eV. As for the expectation value of S²: 2.017. As for the electronic energy: -8142.392025 hartree. Its largest force on an atom is 0.62 eV Å⁻¹.

A structure of composition C10H9NO3S. Source: the OMol25 dataset; level of theory: the ωB97M-V functional and the def2-TZVPD basis.

Each line ends with the natural charge from an NBO analysis.
Atoms and positions in Å:
C: -0.938 1.828 2.267  -0.31
C: 1.085 -2.237 0.290  -0.30
C: -1.058 2.200 0.907  -0.29
C: 0.642 -1.798 -0.946  -0.31
C: -1.069 0.465 2.307  0.08
C: 1.571 -1.197 0.982  0.10
C: -1.286 1.040 0.213  0.22
C: 1.001 -0.459 -1.000  0.22
C: -1.399 0.747 -1.214  -0.09
C: 0.620 0.691 -1.806  -0.41
N: -1.620 1.887 -2.014  0.00
O: -1.524 1.559 -3.214  -0.40
O: -1.332 0.007 1.087  -0.41
O: 1.500 -0.084 0.220  -0.40
S: 0.532 0.598 -3.500  0.34
H: -0.803 2.385 3.130  0.23
H: 0.819 -3.140 0.665  0.22
H: -1.002 3.102 0.233  0.25
H: 0.514 -2.519 -1.655  0.23
H: -0.694 -0.263 3.053  0.21
H: 1.855 -1.081 2.065  0.21
H: -1.660 -0.175 -1.588  0.21
H: 1.017 1.753 -1.393  0.29
H: 0.197 -0.719 -3.382  0.12

The calculation puts the highest occupied orbital energy (spin up / spin down) at -7.848 / -7.849 eV. As for the energy above the lowest of the compared OMol25 structures with the same formula, charge and spin: 338.5 kJ/mol. As for the gap between HOMO and LUMO (spin up / spin down): 7.6 / 7.6 eV. As for the electronic energy: -1064.881350 hartree. Its largest force on an atom is 4.33 eV Å⁻¹.